Density functional theory data (the ωB97M-V functional and the def2-TZVPD basis) for a molecular structure, C3H3LiNaO2 at a distorted geometry.

Structure (XYZ):
```
10
C3H3LiNaO2 (the ωB97M-V functional and the def2-TZVPD basis)
O 1.98 0.20 1.45
C 1.27 0.88 0.87
C 0.29 1.79 0.24
H -0.23 2.13 1.15
H -0.23 2.64 -0.21
H 0.47 1.50 -0.80
O -1.30 -2.08 -1.18
C -1.76 -1.12 -1.59
Na -1.18 -3.16 1.15
Li 0.67 -2.78 -1.08
```

Calculated values
E_LUMO (spin up / spin down) ... -4.39 / -4.00 eV
Net charge ... +1

Atomic partial charges in e from the natural (NBO) method, atoms 1 to 4: -0.44, 0.73, -1.04, 0.29

***

Density functional theory data (the ωB97M-V functional and the def2-TZVPD basis) for a molecular structure, C21H74BaF3O19 at a distorted geometry.

Structure (XYZ):
```
118
C21H74BaF3O19 (the ωB97M-V functional and the def2-TZVPD basis)
Ba 16.35 -13.31 -23.35
C 12.76 -14.56 -23.70
O 12.32 -13.63 -22.69
O 14.04 -14.87 -23.42
C 11.78 -15.74 -23.92
F 12.35 -16.71 -24.63
F 11.36 -16.28 -22.74
F 10.67 -15.30 -24.55
C 10.99 -13.08 -22.72
C 10.97 -12.02 -21.62
H 9.96 -11.70 -21.37
H 11.30 -12.42 -20.65
H 11.55 -11.15 -21.93
H 10.24 -13.85 -22.55
H 10.69 -12.56 -23.64
H 12.68 -13.96 -24.63
C 10.47 -12.04 -27.04
O 11.84 -12.12 -27.47
H 9.85 -11.74 -27.89
H 10.14 -12.98 -26.60
H 10.41 -11.28 -26.26
H 12.08 -11.25 -27.79
C 9.19 -8.48 -20.84
O 9.10 -7.30 -21.63
H 8.74 -9.31 -21.38
H 10.24 -8.72 -20.63
H 8.66 -8.36 -19.90
H 9.47 -6.58 -21.11
C 12.37 -19.97 -23.62
O 12.05 -20.74 -22.47
H 12.16 -20.52 -24.53
H 11.75 -19.07 -23.65
H 13.42 -19.68 -23.62
H 12.08 -20.17 -21.70
C 11.48 -8.38 -23.75
O 12.86 -8.04 -23.61
H 10.98 -7.53 -24.21
H 11.42 -9.26 -24.41
H 10.97 -8.73 -22.86
H 13.20 -7.76 -24.46
C 5.69 -12.72 -21.83
O 7.13 -12.66 -21.88
H 5.25 -12.11 -21.04
H 5.29 -12.49 -22.81
H 5.48 -13.77 -21.63
H 7.49 -12.54 -20.98
C 15.44 -17.92 -25.19
O 15.17 -17.46 -23.88
H 15.82 -18.93 -25.15
H 14.51 -17.98 -25.78
H 16.13 -17.23 -25.69
H 14.73 -16.59 -23.89
C 8.06 -10.44 -24.46
O 8.05 -11.84 -24.38
H 8.09 -10.07 -25.49
H 7.15 -10.07 -23.97
H 8.87 -9.93 -23.91
H 7.83 -12.13 -23.48
C 7.65 -13.50 -18.51
O 8.10 -12.49 -19.41
H 8.36 -13.70 -17.71
H 6.71 -13.19 -18.03
H 7.46 -14.36 -19.15
H 8.34 -11.69 -18.93
C 11.95 -15.58 -28.17
O 12.66 -14.50 -28.77
H 10.96 -15.70 -28.64
H 12.49 -16.52 -28.26
H 11.74 -15.36 -27.12
H 12.28 -13.70 -28.38
C 11.14 -12.33 -17.09
O 12.39 -13.03 -16.98
H 11.01 -11.87 -18.07
H 10.33 -13.04 -16.96
H 11.08 -11.52 -16.37
H 13.01 -12.46 -16.52
C 9.34 -19.33 -21.50
O 7.99 -18.98 -21.21
H 9.75 -20.04 -20.78
H 9.39 -19.83 -22.47
H 9.98 -18.44 -21.53
H 7.63 -19.53 -20.51
C 10.93 -15.05 -19.65
O 11.05 -15.25 -18.26
H 10.22 -14.25 -19.93
H 11.86 -14.71 -20.10
H 10.57 -15.96 -20.12
H 11.50 -14.49 -17.89
C 7.74 -16.03 -22.83
O 6.62 -16.91 -22.75
H 7.43 -15.15 -23.39
H 8.09 -15.83 -21.81
H 8.58 -16.50 -23.35
H 6.92 -17.68 -22.24
C 15.19 -14.80 -26.91
O 16.35 -14.56 -26.10
H 15.39 -15.56 -27.67
H 14.38 -15.12 -26.25
H 14.82 -13.88 -27.37
H 17.15 -14.82 -26.57
C 13.74 -11.15 -24.78
O 14.87 -11.92 -25.22
H 14.02 -10.22 -24.27
H 13.16 -10.85 -25.65
H 13.12 -11.71 -24.08
H 14.96 -11.88 -26.17
C 16.30 -15.96 -20.65
O 16.46 -14.53 -20.79
H 15.89 -16.17 -19.66
H 15.63 -16.30 -21.43
H 17.25 -16.50 -20.72
H 16.73 -14.17 -19.94
C 14.28 -11.80 -20.18
O 14.43 -12.28 -21.52
H 15.07 -11.06 -20.06
H 13.30 -11.36 -19.97
H 14.39 -12.60 -19.44
H 13.57 -12.66 -21.80
```

Calculated values
E_LUMO ... -3.41 eV
Net charge ... +1

Atomic partial charges in e from the Mulliken method, atoms 1 to 4: 1.70, 0.31, 1.98, -0.65

***

Relative energy (zero: lowest compared OMol25 entry of this formula, charge and spin): 6.948, 0.000 (eV)